1.
91
Properties=species:S:1:pos:R:3:forces:R:3 method="wB97M-V/def2-TZVPD" total_charge=-1 gap_ev=7.1 e_tot_ev=-74219.029 lumo_ev=2.1
C -2.52675 1.11267 1.08441 -1.2484 0.2832 -0.6623
H -2.87671 -1.43727 1.18809 1.0980 -0.8481 0.1930
H -2.17264 -5.72509 -3.17631 -0.0901 -1.1129 -0.8213
H 1.48272 -2.29715 0.06394 -0.9449 -0.2497 0.0970
H -1.70414 0.98460 -4.25886 -0.4585 -0.5640 -0.2115
H -1.71967 2.38551 3.75259 0.5975 0.8447 -0.1178
H -4.27961 -0.68158 1.82840 -0.3408 0.1370 0.5986
C 3.04229 -1.06076 3.78239 -0.6595 -0.4616 -0.1063
C 0.67870 -2.55724 0.78404 0.0586 1.4595 -1.2337
N -1.50601 1.56636 0.52537 1.8352 0.3242 -0.4332
C -1.62645 -6.45844 -0.21931 0.3004 0.8840 0.9812
N 1.95899 -0.23171 3.27494 0.6512 0.2621 0.2375
H -2.66858 -6.19734 -0.03157 -0.1502 -0.1333 -0.5083
C -1.98046 -4.94149 -2.50063 -1.6939 1.6497 0.1303
N 0.98261 0.25350 1.19634 -0.4873 -0.3226 -0.3837
H -2.80495 1.14323 -1.56683 -0.1987 -0.3172 0.0547
C 1.09142 1.98240 -2.61788 -1.7284 0.1152 -0.1240
H -1.48086 -7.43226 -0.64684 -0.2572 -0.5614 0.0949
H 3.60142 1.79697 -2.09616 0.0927 -0.3012 -0.6780
H -1.03401 0.88334 3.08728 0.8714 -0.3696 -0.1010
H 4.17050 1.46607 -3.79847 0.1350 0.0310 0.2455
H -1.96156 -0.27727 -1.09898 1.3972 -0.8806 -0.1071
H 3.14147 -2.00463 3.21153 -0.0911 0.7625 0.2600
H -0.81199 -1.98848 3.08736 -0.0944 -0.0235 -0.0866
H 0.66812 -2.13930 4.07131 -0.0104 0.5221 0.3934
C 3.43244 2.98835 0.79384 1.5558 -1.7030 -0.7974
H 2.33199 0.84336 -5.61005 -0.0948 0.3803 0.8840
C 2.86988 1.64344 0.90705 1.9102 2.1613 -0.6299
H -2.30788 0.92282 4.34051 0.0452 -0.5366 -0.0897
H 3.74597 3.11832 -3.22039 -0.4498 -0.9232 -0.3483
C 2.05092 1.72623 -3.56505 0.1622 -0.5170 -0.5165
H 0.03876 0.37474 -5.96385 0.0259 -0.0382 0.1991
F -0.82783 -2.13130 -6.29133 -0.0973 -0.4557 0.3446
B -1.92664 -2.30852 -5.43181 -0.4024 0.5781 0.1706
F 5.16301 -1.61395 -1.26244 0.3330 0.1536 -0.1661
N -3.39353 0.36107 0.26931 -0.0125 0.0396 1.0110
Cs 1.15354 -2.01832 -2.94992 0.1286 0.1796 0.1211
H 2.73085 1.77091 3.47870 -0.5187 -0.4327 0.2513
C -0.82892 5.11984 1.12840 -0.2761 0.1698 0.5603
F 3.41927 -3.09570 -0.99312 0.2610 0.3754 0.0540
H 3.56650 0.81192 0.70271 -0.8720 0.2269 0.4879
H 0.17182 -3.53916 3.21333 -0.0962 1.5648 -0.6968
C -2.91449 0.16394 -1.08495 -1.6779 0.9140 -0.6441
H 4.53188 3.03059 0.50446 -1.4641 0.1376 0.5824
C -1.90847 1.37844 3.42918 -1.1731 0.3108 0.4705
C 0.50471 5.12669 1.17073 2.9551 0.7803 -0.7552
C -3.73609 -0.87545 0.92730 -1.3672 -0.1784 -0.4676
H -3.65315 -0.43766 -1.65355 0.4632 0.3146 0.3791
H 1.34188 2.44135 -1.67750 0.3134 0.0320 0.2671
H 3.97845 -0.52740 3.78879 0.4937 0.2745 -0.2256
S -0.80715 -5.24059 -1.27523 1.5373 -0.2356 1.3445
H 3.11994 5.09215 0.77193 -0.1580 -0.0690 0.1455
C 1.90260 1.11413 3.84362 -0.3858 0.6407 -1.3977
C -4.20809 1.90031 2.72693 -0.0286 -0.0115 -0.4195
C -0.27780 1.72069 -2.85413 0.0512 -0.7335 0.1262
H 0.93430 1.64512 3.59577 1.1049 -0.7673 0.2311
C 1.37405 -0.57931 2.08499 -0.6563 0.5463 -0.3788
F 4.10056 -1.74999 0.82387 -0.0095 -0.1264 -1.5220
C 2.68352 4.10603 0.90126 -0.0099 -0.5109 0.2055
H -4.49978 1.53195 3.74213 -0.2771 -0.1036 -0.9752
H 2.77711 -1.26946 4.80340 0.2085 -0.4645 0.7857
H -2.92237 -4.67084 -1.98285 0.2480 -0.0290 -0.5281
H -1.00355 1.90825 -2.02434 0.7369 -0.0245 -0.9682
C -0.66286 1.08936 -4.05052 1.1845 1.2836 0.5753
H 1.12153 6.03079 1.03267 -0.7049 -0.1280 0.4235
H -1.19168 -6.38245 0.80321 0.1599 -0.2660 -0.8216
H -4.38847 -1.48170 0.29677 0.1187 0.0484 -0.1161
B 3.98068 -1.83688 -0.63060 -1.4986 0.3558 1.3788
F -1.40955 -2.06381 -4.03745 -0.8064 -0.5114 -1.2548
H -4.13449 3.00343 2.85637 0.0267 -0.3535 -0.2571
C -1.47012 3.92188 1.05925 0.1782 -3.1227 -0.5417
F -2.53082 -3.58503 -5.52829 0.8174 0.6176 0.3362
N -2.90448 1.32783 2.39795 -0.9522 -0.2105 0.0978
H -0.34007 -2.21401 0.48726 0.5263 -0.0375 -0.3537
H 1.98466 1.03653 4.90828 -0.0130 -0.1591 0.7650
C 1.63833 1.10717 -4.78332 1.8852 0.4543 0.2054
H -1.37947 6.02133 1.15745 -0.5596 0.8461 -0.0807
C 0.20269 -2.39258 3.13552 1.0242 -1.5758 -0.1909
N 1.06234 -1.93077 2.00640 -0.8022 -1.0038 2.1721
C -0.77265 2.65301 0.95499 -0.8476 2.2701 0.4451
C 1.27988 3.95298 1.09626 -0.7409 0.2124 -0.0578
H -1.66507 -4.06019 -3.06976 -0.1130 -0.1828 0.0531
F -2.89708 -1.33469 -5.74363 0.3892 -0.2370 0.4588
H -2.52955 3.93285 0.89577 -0.4800 -0.3051 0.0269
C 3.47182 2.02470 -3.17385 0.4716 0.8743 0.3214
H -4.92853 1.68916 1.86852 0.7488 0.1092 1.4764
H 0.61112 -3.62421 0.87540 0.2544 -0.5178 0.3031
C 1.53704 1.52711 1.09973 -1.2442 -1.1449 -0.3835
C 0.64320 2.67005 1.07651 1.0184 0.5416 0.0327
C 0.33596 0.81711 -5.01532 -2.1686 -0.2006 0.1141
F 2.96361 -0.82659 -1.00938 1.0377 -0.7061 0.0660

2.
117
Properties=species:S:1:pos:R:3:forces:R:3 method="wB97M-V/def2-TZVPD" total_charge=+1 multiplicity=4 gap_ev="6.5 / 7.6" e_tot_ev=-189507.943 lumo_ev="-2.6 / -2.5"
C 1.81025 8.89919 15.15925 -0.3427 0.1791 -1.1422
H 0.70256 20.84509 19.30513 -0.1515 -0.1580 0.2162
C 2.02591 10.26542 22.35956 1.9914 2.2766 -1.7498
C 0.67503 13.49104 22.23785 -1.2009 0.2578 0.8815
C 1.29421 20.06619 18.84423 -0.1010 -0.1705 -0.2181
N -2.73837 18.80024 21.71831 1.7415 -0.6190 0.4118
H 4.51717 16.58060 18.98578 -0.5014 0.0302 -0.1330
C -0.52744 9.56203 14.85041 0.8999 -0.9725 -1.0234
C -0.11171 10.83031 17.73056 0.7279 0.2026 0.8501
C -1.89460 15.39184 19.54564 0.1068 -0.4850 0.2764
H 6.52468 10.93357 26.12848 -0.2353 -0.4719 -0.3879
H -0.04383 8.86620 21.22374 0.3749 -0.0357 0.2315
C -3.41202 8.92542 17.88435 0.3729 0.3360 -0.0336
H -3.82134 7.92898 17.72604 0.1767 0.2262 -0.0212
C 0.95635 9.58108 23.04086 -1.1565 -1.9438 1.0239
C -0.00224 8.82864 22.31348 0.3801 0.9292 0.1941
H 3.05601 11.28848 15.25071 -0.5673 0.2144 0.5415
H -5.30991 9.69482 18.38644 0.2401 0.3848 0.1086
C 0.79025 10.51660 16.73922 1.0987 -0.1884 0.1666
Cl 2.28763 14.45565 25.76704 -0.3360 0.0665 -0.8875
N 1.78822 10.94333 21.14409 1.1780 -0.9135 1.9946
C -4.25411 9.95746 18.28537 -0.9354 -1.1760 -0.1650
H 3.80429 19.85971 16.52700 -0.6134 -0.2810 0.4656
H 3.45266 17.47257 16.88650 -0.6598 0.4813 0.7313
C -0.58705 8.70638 13.72926 -0.4957 0.2268 1.2450
C -2.57466 17.36643 17.74931 -0.9002 0.8984 -0.5649
C 1.81249 11.66223 18.36507 -0.7063 -0.3797 -1.7620
C -2.41996 11.48735 18.34557 0.3076 -0.7409 -0.4297
H -1.38292 10.11116 15.18919 -0.2361 0.2401 -0.0206
C 4.67916 8.18506 25.36445 0.5336 0.4249 -0.2416
H -1.43183 8.33598 17.32581 -0.2750 0.8638 0.3289
C 0.67872 9.62468 15.55085 0.0608 0.8193 0.9171
C -0.19580 8.87568 25.09402 -0.2773 -0.1263 -0.5883
H -3.99974 15.18348 19.90273 0.0112 -0.1129 0.0317
H 1.50782 10.09597 25.08593 0.5863 0.3336 0.1366
H 6.31040 8.56224 26.77366 -0.3101 -0.0245 -0.2952
C 2.16453 14.18645 19.22629 0.1027 1.2589 -0.5477
S -0.48743 17.39432 22.35048 -0.7288 0.2685 -0.2745
H 3.32212 8.13103 23.65426 -0.0539 -0.1167 0.5412
H 4.51899 7.17208 25.70118 -0.0803 -0.1374 -0.2279
H 5.31171 12.99049 22.07761 -0.6342 -0.8696 -0.0483
H -4.44851 12.03695 18.78624 0.0417 -0.1580 -0.0094
H -2.04384 12.49599 18.48035 0.0114 -0.0369 0.0611
N 0.85922 14.29530 19.26174 -0.3324 2.7347 0.0844
H -1.97857 7.68015 24.78021 -0.0402 -0.1721 0.2987
H 2.21412 21.52529 17.64157 0.5884 0.1610 -0.0186
C -3.78553 11.22417 18.50428 0.8708 0.7512 0.0946
Cl -1.37751 11.84714 21.46532 -0.2921 0.7477 0.4371
H 0.35625 18.34825 19.89908 0.8593 0.6073 -0.8604
V 0.73837 12.60449 20.48531 -2.0458 -0.2955 -1.1074
H -0.52323 17.52921 17.26780 -0.1606 -0.2692 0.6019
N 2.77660 15.36067 18.82904 -2.1067 0.6192 0.8586
H -1.53747 8.52873 13.23632 0.1404 0.1210 -0.0348
H 4.70842 14.94723 19.52899 -0.3376 0.1004 -0.4804
C -1.06542 13.13034 23.92096 0.4379 0.6521 -0.1819
Cl -2.73883 12.94453 24.31311 0.3858 -0.4220 0.0116
H 5.19353 11.91243 24.34882 -0.1156 -0.4829 0.1957
C -0.58083 12.96090 22.62054 1.4385 0.7842 1.4152
H 4.61287 15.29187 17.75220 -0.3488 0.1553 0.7308
C -4.68309 17.86098 22.72033 -0.3311 -0.5514 0.1061
H -4.56078 18.95121 20.77847 -0.2488 -0.0531 0.2078
C 2.24311 20.48243 17.91075 -0.2556 -1.0285 -0.2054
C -2.11788 17.74403 22.29098 -0.5388 -0.3289 0.4126
H -5.52262 17.25532 22.33345 0.3355 0.6372 -0.0504
N 2.03849 11.08375 17.13593 -2.5144 -0.2027 0.6204
H -1.73384 7.62447 22.31328 0.1507 0.1098 0.5588
C 1.46876 14.19543 23.12025 -0.6357 -0.7029 0.7463
C 2.88310 11.60575 20.79260 1.5565 -1.0109 2.6388
H 5.55072 12.03058 20.64278 -0.1537 -0.3257 0.0300
C 3.96272 8.73397 24.29757 -0.1642 0.0992 -0.3984
C 5.82348 10.28418 25.58032 0.8464 0.0605 1.1221
H 2.71334 7.84264 13.50140 -0.7474 -0.2213 0.4161
H -2.82460 18.18641 17.02353 0.2789 -0.9712 0.7292
C -1.24226 17.03664 17.93668 0.1832 -0.4988 -0.1599
H 5.95765 11.34719 22.24610 -0.5322 0.1771 -0.4898
C 3.19578 11.34880 16.34060 1.9096 -0.0933 -0.3760
H -1.67379 14.60768 20.27529 0.0932 0.2764 -0.1642
C 0.85930 9.52393 24.46148 -0.7648 0.2629 -0.8228
C 0.53897 8.01238 13.34029 0.6470 -0.0852 -0.8197
C 1.14861 14.08756 24.47483 -0.3970 0.0510 1.1256
C -3.61443 16.71706 18.43557 0.5966 -0.5000 0.3433
H 2.71986 8.89455 15.73553 0.0770 0.2080 0.1050
C 3.04111 19.52616 17.25588 0.0443 1.6704 -0.3746
C -1.01852 8.14072 22.96552 0.1141 -0.1041 -1.3335
H -4.67982 16.94970 18.27609 0.7253 -0.0178 0.0192
C -1.52087 10.46805 17.92905 -1.5845 0.1358 -0.1158
C 2.84308 18.18922 17.48818 0.2142 -1.1656 -0.0102
H 3.60109 12.34814 16.61544 -0.2587 -0.6904 -0.3474
H -0.35302 9.00090 26.16393 0.2330 -0.2018 -0.2028
H 3.97882 10.59048 16.54124 -0.2181 0.4690 0.0638
N 3.93416 11.36115 21.75149 -3.8855 0.0168 -1.1744
C 5.06190 10.85039 24.59475 -0.9233 0.5320 -0.7797
C 3.37170 10.55091 22.72796 -1.0729 -0.0043 -0.3385
H 0.51542 7.30046 12.52469 -0.2346 0.2339 -0.2149
C 0.52558 15.66872 18.98715 2.4596 -2.9317 0.3505
C -3.24089 15.70096 19.33320 0.1292 0.7977 -0.4393
C 1.77375 8.21369 13.94545 0.3294 -0.1363 0.6962
C 1.88629 17.75235 18.42669 0.0917 1.0568 0.3821
C 5.68106 8.94528 25.96760 -0.5238 0.5498 0.0297
C 4.09751 10.07715 23.91378 1.2013 -0.5256 0.1730
N 0.53629 11.56518 18.72459 0.8306 -1.2073 -1.9099
Cl -0.48230 13.36565 26.55316 -0.1240 0.3432 -0.3201
C -4.16088 18.98767 21.79638 -0.7347 0.7538 0.4963
C -0.13186 13.61674 24.87445 0.2891 -0.4971 -0.5451
C 4.20605 15.55956 18.75703 1.1674 -0.2417 -0.1167
H -4.96769 18.26348 23.68763 -0.1689 0.0990 -0.0455
C 1.08495 18.72021 19.12624 0.7067 -1.1923 -0.0007
S -3.32237 16.69233 23.04963 0.4682 0.4128 -0.3531
P 3.04230 12.59251 19.29264 1.6681 -0.5105 -1.2060
C -0.85075 16.02085 18.85537 -2.2262 1.5564 -0.9015
C 1.71677 16.33199 18.73643 0.2960 -1.2122 -0.0889
Cl 2.92774 15.01956 22.59499 -0.3028 -0.3432 0.0366
C 5.21400 11.94415 21.67972 2.4675 1.1142 0.4289
C -1.12238 8.15046 24.32923 0.0553 0.4864 0.7420
C -2.06139 9.18227 17.67745 0.7122 -0.3436 0.0593
H -2.09882 19.34823 21.16775 -0.3390 0.5140 -0.1552
H -4.45238 19.99228 22.27096 0.6171 -1.3182 -0.8074

3.
85
Properties=species:S:1:pos:R:3:forces:R:3 method="wB97M-V/def2-TZVPD" total_charge=+3 multiplicity=2 gap_ev="5.9 / 5.7" e_tot_ev=-151161.664 lumo_ev="-9.3 / -9.5"
C -3.41226 0.25272 5.05700 -0.8320 0.0510 0.1971
C -0.66232 -3.38650 -2.20991 -0.2149 0.3514 -0.1366
H -3.49756 -1.55259 0.63123 -0.1222 0.0090 -0.0921
C 3.81993 -0.32930 4.44423 -0.0228 -0.2725 -0.3811
H -3.36752 1.19431 5.62116 -0.1015 -0.2419 -0.0893
H -4.35213 0.21859 4.49945 0.0664 0.0631 0.2797
C -0.94774 3.50595 0.68034 -0.0580 -0.1791 0.1559
H 3.10566 1.09777 0.71332 0.3902 -0.4808 -0.2940
H 4.84665 -0.35906 4.80666 -0.2442 0.0187 -0.1417
H -2.03814 3.37050 0.69556 0.2820 0.0827 0.0510
H 0.87452 -2.03095 4.71108 0.4226 0.0146 -0.2778
H -1.74864 -3.42326 -2.05712 0.2991 0.2216 -0.0954
H -3.56906 2.18472 -1.30459 -0.0769 -0.2461 0.0679
H 3.58614 -0.01621 -7.86419 -0.2608 0.1304 0.3830
C 2.05965 0.81697 3.24699 -0.3355 -0.1437 0.2582
H 2.93629 -0.75710 0.73575 0.2398 0.1998 0.0358
C 2.94465 -1.37369 4.76050 0.0895 0.0045 0.1008
N -1.04790 0.02468 4.53061 -0.1826 0.4191 -0.6028
H 1.44400 4.46754 -1.07718 -0.1716 -0.3123 0.0981
H -1.68271 -3.00328 0.83317 0.6310 -0.2479 0.1329
H -4.90908 1.14896 -0.71600 0.2417 0.0372 -0.0684
C 1.56788 0.32514 -7.13157 0.6427 -0.2207 0.3359
P -0.24107 2.69992 -0.81196 -0.5160 1.3227 -0.0779
C 1.45817 3.40171 -0.81537 0.1015 -0.6507 0.0637
C -3.40641 -0.31984 -3.01438 0.0692 -0.2185 -0.3258
H -2.07166 3.69216 -2.11688 0.1847 0.0077 -0.1032
C 0.74769 0.39988 -6.00606 0.3793 0.1834 0.3397
C 3.39211 0.72306 3.62991 0.2657 0.2467 0.2453
C 3.17587 0.14608 0.17078 -0.4808 0.1113 -0.8871
H -0.07090 -3.07533 1.68944 -0.3126 -0.0059 -0.4174
H 3.26827 -2.23566 5.34252 0.0706 0.3115 -0.0824
C -3.82447 1.31612 -0.68607 0.0099 0.1158 0.2896
H 3.55793 0.96207 -1.78139 0.1651 -0.3917 0.4468
H 4.09111 1.51926 3.35308 -0.2565 -0.3439 0.1322
P -2.92703 -0.15643 -1.26258 -1.5982 -0.0067 -0.6731
C 1.87608 -3.50998 -0.76040 0.2246 -0.1937 -0.1234
C 1.18120 -0.18431 3.65703 0.6408 0.0030 -0.0557
H -0.72145 -4.52610 0.89032 0.0409 0.3516 -0.2834
C -0.65656 -3.42801 0.81944 -0.1789 0.0655 -0.0827
H 2.28731 -3.73822 0.23204 -0.1832 0.4339 -0.1304
C -2.30709 0.16592 4.10044 0.3707 -0.3532 0.1354
H 1.13756 0.45728 -8.12203 0.1074 -0.0505 0.2110
P 0.18830 -2.85617 -0.69489 0.8690 -0.7157 1.3085
H -0.67072 4.78742 -1.99685 -0.0822 -0.3898 -0.0280
C -2.29277 0.16602 2.72123 0.6147 0.0083 -1.0360
H 2.06479 2.85766 -1.54199 0.0409 0.1417 0.0473
H 3.28216 -0.88019 -1.68925 0.5229 0.5184 0.3432
C -0.94289 0.07990 2.31445 -0.9566 0.1719 1.2537
H -2.77070 -1.08219 -3.49084 -0.2682 0.2544 0.1158
C -3.73391 -1.55741 -0.43771 -0.1056 -0.1571 0.1968
H -0.72241 4.58359 0.71280 -0.0529 -0.3820 -0.1156
H -0.08538 -0.82405 6.17369 -0.3345 0.4447 0.1626
H -1.38730 0.38930 6.49936 0.3605 -0.1503 0.0305
C -0.97777 3.74154 -2.15033 -0.0503 -0.4159 0.0419
Se 0.04923 0.64658 -3.27210 0.1849 -1.0611 1.0622
H -3.52823 1.53983 0.34440 -0.1430 0.0402 -0.1382
H 1.66240 1.67828 2.70695 0.2286 -0.1904 0.1176
C 1.61701 -1.30436 4.36759 -0.3304 0.2871 -0.0147
H 0.51406 -1.44462 -0.21047 -0.2984 -1.5033 -1.0539
H -3.38912 -0.59160 5.75744 -0.0705 0.2419 -0.1083
H -4.82406 -1.51392 -0.56162 0.2625 -0.0697 -0.0102
C -0.53011 0.13405 5.87054 0.1654 -0.1405 0.9650
H -0.39081 -2.76772 -3.07827 -0.1144 -0.0905 0.3097
H -0.62127 3.37145 -3.12148 -0.1680 0.2950 0.2761
C 3.50686 -0.07129 -5.69089 -0.6163 0.0927 -0.2705
H 1.89370 3.28192 0.17917 0.0774 0.0123 -0.1014
N -0.21949 -0.00853 3.45995 0.6295 -0.1316 -0.9375
C 1.31869 0.26596 -4.72816 0.0819 -0.0639 -0.2265
C 3.40606 0.07527 -1.15208 -0.9301 0.0046 0.5489
H 2.52104 -2.81259 -1.30712 -0.0931 -0.0906 0.2293
H -0.32664 -4.41714 -2.40038 0.0793 0.2176 0.2064
H 0.23509 0.91820 5.97091 -0.3354 -0.1883 -0.2584
H 1.90556 -4.45787 -1.30841 -0.2864 0.1249 -0.0256
O -0.41853 0.10797 1.12475 -0.0768 -0.5974 -0.7509
Ti -0.57875 0.02175 -0.81614 2.5824 3.1740 -0.7787
H -0.52249 3.03239 1.57522 -0.1385 0.1372 -0.1156
H 4.57597 -0.26569 -5.56631 -0.4019 0.1237 -0.1146
C 2.94703 0.08146 -6.98089 -0.1582 -0.2056 0.5896
H -0.31087 0.63080 -6.11061 0.2155 -0.1317 -0.0132
C 2.69426 0.03532 -4.54750 -0.3084 0.2393 -0.2025
H -4.46314 -0.61763 -3.10886 0.3173 0.1551 0.1335
H 3.13461 0.01319 -3.54267 -0.2911 -0.1355 -0.7920
H -3.24134 0.62757 -3.55026 -0.0104 -0.3034 0.2679
H -3.35545 -2.49561 -0.85816 -0.2228 0.1233 0.0105
H -3.10964 0.21574 2.02145 -0.1745 0.1098 0.3371

Number 1: maximum force 3.17 eV/Å. Number 2: maximum force 4.06 eV/Å. Number 3: maximum force 4.17 eV/Å.